Run w
Here is a 3-piece molecular cluster, C2H4O3S overall from the Open Molecules 2025 dataset. Energies are from the ωB97M-V functional and the def2-TZVPD basis.

LUMO energy = -0.27 eV
2S+1 = 1
Highest occupied orbital energy = -11.0 eV
Charge = 0

Atoms and positions in Å:
C: -0.2236 -1.0491 2.2712
C: -0.9304 -0.5620 1.3463
O: -0.6053 -0.8657 -1.7426
O: 0.7670 0.5026 -3.1959
O: 0.7554 1.2982 -0.2894
S: -0.3848 0.4101 -2.2758
H: 0.1670 -1.6455 2.9742
H: -1.3302 -0.0913 0.5624
H: 1.5447 0.7933 -0.1533
H: 0.2402 1.2092 0.5028

---

Run x
Here is one molecule with the formula C2H4O3S from the Open Molecules 2025 dataset. Energies are from the ωB97M-V functional and the def2-TZVPD basis.

LUMO energy = 0.08 eV
2S+1 = 1
Highest occupied orbital energy = -9.9 eV
Charge = 0
SMILES = CS(=O)(=O)C=O

Atoms and positions in Å:
C: -1.8721 -0.4311 -1.0684
C: 0.6777 0.2948 0.3556
O: -2.2496 0.5149 -0.4707
O: 0.8179 -0.4739 -2.1844
O: 0.0721 -2.1296 -0.5187
S: 0.1126 -0.7932 -1.0029
H: -2.3919 -1.2859 -1.4894
H: 0.4729 -0.2070 1.2781
H: 1.7407 0.3306 0.1300
H: 0.3912 1.4176 0.5114

---

Least stable structure: run w

---

Run w
Here is one molecule with the formula C2H5NO from the Open Molecules 2025 dataset. Energies are from the ωB97M-V functional and the def2-TZVPD basis.

LUMO energy (spin up / spin down) = 0.96 / -1.63 eV
2S+1 = 3
Highest occupied orbital energy (spin up / spin down) = -5.9 / -11.1 eV
Charge = 0
<S²> = 2.009

Atoms and positions in Å:
C: 0.2730 1.3629 0.0198
C: -0.5642 -1.0011 0.0009
N: 0.3493 0.1066 -0.1012
O: 1.8424 -0.2793 -0.0545
H: 1.1646 1.9634 0.0236
H: -0.7313 1.8014 0.1022
H: -0.4134 -1.5187 0.8395
H: -1.6864 -0.8431 0.0721
H: -0.2341 -1.5921 -0.9024

---

Run x
Here is a 2-piece molecular cluster, C2H5NO overall from the Open Molecules 2025 dataset. Energies are from the ωB97M-V functional and the def2-TZVPD basis.

LUMO energy (spin up / spin down) = 1.08 / -0.76 eV
2S+1 = 3
Highest occupied orbital energy (spin up / spin down) = -7.6 / -10.4 eV
Charge = 0
<S²> = 2.003

Atoms and positions in Å:
C: -0.4581 0.1764 0.1951
C: 1.0117 0.3574 -0.2758
N: -1.3841 -0.8542 -0.0981
O: -1.6821 0.6768 -0.1365
H: -0.0261 -0.2746 2.4618
H: 1.1678 0.4489 -1.4265
H: 1.3531 -0.6509 0.0604
H: 1.4871 1.1767 0.3246
H: -1.4694 -1.0565 -1.1050

---

Least stable structure: run x

---

Run w
Here is a 7-piece molecular cluster, C31H47N3O4 overall from the Open Molecules 2025 dataset. Energies are from the ωB97M-V functional and the def2-TZVPD basis.

LUMO energy = 0.66 eV
2S+1 = 1
Highest occupied orbital energy = -8.9 eV
Charge = 0
SMILES = c1ccncc1.c1ccncc1.c1ccncc1.C1CCOC1.C1CCOC1.C1CCOC1.C1CCOC1

Atoms and positions in Å:
C: -0.7637 -1.1798 3.2354
C: 0.1392 -0.8074 4.4022
C: -0.8403 -0.0958 5.3024
O: -1.6506 0.6711 4.4190
C: -1.6883 0.0413 3.1241
H: -1.4234 -2.0208 3.4609
H: -0.1787 -1.4194 2.3484
H: 0.9477 -0.1508 4.0662
H: 0.6375 -1.6645 4.8600
H: -0.4030 0.5883 6.0312
H: -1.4612 -0.8134 5.8558
H: -1.3587 0.7960 2.4104
H: -2.7051 -0.2577 2.8677
C: 2.9698 -5.2674 -3.4194
C: 3.6585 -4.5436 -4.5730
C: 4.1614 -3.2328 -3.9618
O: 3.7714 -3.2409 -2.5907
C: 3.5124 -4.5664 -2.1854
H: 3.0353 -6.3528 -3.4296
H: 1.9018 -5.0284 -3.4605
H: 2.9775 -4.3632 -5.4093
H: 4.4557 -5.1065 -5.0671
H: 3.7397 -2.3554 -4.4490
H: 5.2548 -3.1584 -3.9780
H: 2.7750 -4.5436 -1.3786
H: 4.3943 -5.0540 -1.7442
C: -4.1045 4.1152 0.8061
C: -3.4179 3.2531 1.8780
C: -2.0203 3.0843 1.2979
O: -1.7965 4.1827 0.4149
C: -2.9623 5.0114 0.3808
H: -4.9702 4.6173 1.2339
H: -4.4154 3.4755 -0.0211
H: -3.9252 2.2993 2.0316
H: -3.4215 3.7594 2.8448
H: -1.9515 2.1516 0.7239
H: -1.2355 3.0467 2.0580
H: -3.0667 5.3938 -0.6359
H: -2.8183 5.8709 1.0454
C: 2.8590 3.5088 5.3587
C: 1.4135 3.0543 5.5552
C: 0.8617 3.0449 4.1354
O: 1.9864 2.7588 3.2931
C: 3.2184 2.8553 4.0262
H: 3.4745 3.1316 6.1794
H: 2.9700 4.5929 5.3612
H: 0.8549 3.6831 6.2492
H: 1.3995 2.0482 5.9820
H: 0.4610 4.0198 3.8476
H: 0.1208 2.2540 4.0141
H: 3.9090 3.4545 3.4385
H: 3.5646 1.8324 4.1923
N: 3.2097 -0.3564 0.6088
C: 3.1078 -0.9518 -0.5785
C: 1.9343 -0.9707 -1.3319
C: 0.8411 -0.2722 -0.8458
C: 0.9694 0.4213 0.3478
C: 2.1520 0.3053 1.0679
H: 4.0243 -1.3717 -0.9721
H: 1.8403 -1.5626 -2.2328
H: -0.1236 -0.3358 -1.3364
H: 0.1545 0.9952 0.7722
H: 2.2547 0.8175 2.0168
N: -4.2104 -0.7452 0.5799
C: -5.5307 -0.6608 0.5798
C: -6.3115 -0.6899 -0.5789
C: -5.6526 -0.7709 -1.7898
C: -4.2653 -0.8134 -1.8037
C: -3.6009 -0.7913 -0.5861
H: -6.0149 -0.5646 1.5475
H: -7.3759 -0.5271 -0.4862
H: -6.2247 -0.8232 -2.7094
H: -3.7186 -0.7959 -2.7360
H: -2.5154 -0.7772 -0.5460
N: 1.0823 -1.6868 -4.9107
C: 1.4310 -0.5107 -5.4426
C: 1.4954 -0.2847 -6.8038
C: 1.1010 -1.3053 -7.6664
C: 0.7229 -2.5146 -7.1296
C: 0.7656 -2.6646 -5.7487
H: 1.7186 0.2609 -4.7358
H: 1.7817 0.6778 -7.2048
H: 1.1097 -1.1178 -8.7326
H: 0.4264 -3.3534 -7.7454
H: 0.5759 -3.6328 -5.2950

---

Run x
Here is C31H47N3O4 as an isolated structure from the Open Molecules 2025 dataset. Energies are from the ωB97M-V functional and the def2-TZVPD basis.

LUMO energy = -0.30 eV
2S+1 = 1
Highest occupied orbital energy = -6.5 eV
Charge = 0

Atoms and positions in Å:
C: 30.2239 -3.9397 -34.2822
C: 30.5778 -2.7332 -35.1338
C: 31.4674 -1.8357 -34.2724
O: 30.8400 -2.0520 -33.0246
C: 30.4476 -3.3995 -32.8713
H: 30.7903 -4.8342 -34.5412
H: 29.1896 -4.2289 -34.4683
H: 29.6526 -2.2188 -35.3936
H: 30.9725 -2.9766 -36.1202
H: 31.3991 -0.7673 -34.4775
H: 32.5351 -2.0457 -34.3343
H: 29.6391 -3.4668 -32.1434
H: 31.3050 -3.9467 -32.4795
C: 30.4614 0.9626 -25.1008
C: 30.4865 0.3524 -26.4600
C: 29.5182 -0.7654 -26.3244
O: 28.5054 -0.2169 -25.4987
C: 29.0689 0.7206 -24.5489
H: 30.7986 1.9991 -25.1096
H: 31.1705 0.4452 -24.4546
H: 31.4616 -0.0772 -26.6894
H: 30.1832 1.0663 -27.2259
H: 30.0295 -1.6486 -25.9414
H: 29.0924 -1.0854 -27.2754
H: 29.0496 0.2380 -23.5718
H: 28.5086 1.6554 -24.5648
C: 31.4280 -2.9417 -24.1283
C: 31.0007 -3.4056 -25.4906
C: 32.1359 -2.7697 -26.2800
O: 32.3228 -1.4808 -25.6179
C: 31.8469 -1.4751 -24.2658
H: 32.2517 -3.5233 -23.7143
H: 30.6448 -3.0191 -23.3742
H: 30.0038 -3.1178 -25.8244
H: 30.9999 -4.4918 -25.5816
H: 31.7978 -2.6181 -27.3050
H: 33.0683 -3.3340 -26.2954
H: 31.0159 -0.7736 -24.1914
H: 32.6907 -1.1888 -23.6378
C: 28.6590 -6.4509 -31.7934
C: 29.5674 -5.9759 -30.6735
C: 30.7649 -5.5519 -31.4069
O: 30.2440 -5.0612 -32.6597
C: 28.8987 -5.4413 -32.8951
H: 27.6228 -6.5492 -31.4698
H: 28.9730 -7.4244 -32.1701
H: 29.7487 -6.6519 -29.8379
H: 29.0413 -5.1192 -30.2524
H: 31.4461 -6.3797 -31.6043
H: 31.2468 -4.8363 -30.7407
H: 28.7830 -5.8143 -33.9128
H: 28.2173 -4.6034 -32.7479
N: 29.6323 -2.2144 -27.5808
C: 29.6933 -3.5725 -27.7007
C: 29.6306 -4.1739 -28.9592
C: 29.6499 -3.3961 -30.0617
C: 29.5963 -1.9929 -29.9896
C: 29.5818 -1.4821 -28.7295
H: 29.7365 -4.1665 -26.7998
H: 29.6076 -5.2483 -29.0660
H: 29.7311 -3.8022 -31.0592
H: 29.4774 -1.3923 -30.8793
H: 29.5396 -0.4114 -28.5941
N: 29.6481 0.1532 -30.3330
C: 29.6627 -0.3679 -31.5993
C: 30.7654 -0.1822 -32.4440
C: 31.8909 0.4839 -31.9674
C: 31.9045 0.9510 -30.6613
C: 30.7217 0.8295 -29.8845
H: 28.7402 -0.8689 -31.8530
H: 30.7095 -0.5828 -33.4453
H: 32.7268 0.5851 -32.6437
H: 32.7197 1.4917 -30.2036
H: 30.6193 1.3703 -28.9552
N: 30.1798 -5.3851 -26.0774
C: 30.7124 -5.8214 -27.2422
C: 29.9701 -6.4977 -28.2554
C: 28.5982 -6.6809 -28.0599
C: 28.0166 -6.2419 -26.8542
C: 28.8258 -5.5597 -25.9202
H: 31.7561 -5.5997 -27.4096
H: 30.4690 -6.8836 -29.1321
H: 28.0735 -7.2623 -28.8036
H: 26.9570 -6.3216 -26.6608
H: 28.3634 -5.2520 -24.9940

---

Least stable structure: run x

---

Run w
Here is a 2-piece molecular cluster, C3H11N2O2 overall from the Open Molecules 2025 dataset. Energies are from the ωB97M-V functional and the def2-TZVPD basis.

LUMO energy = -3.11 eV
2S+1 = 1
Highest occupied orbital energy = -13.6 eV
Charge = +1

Atoms and positions in Å:
C: 0.6313 -1.3407 0.6497
N: 1.8111 -0.8119 1.3170
C: 0.7571 -1.0349 -0.8401
N: -0.5971 -0.9272 -1.4841
H: -0.3182 -0.9236 1.0239
H: 0.6006 -2.4140 0.8144
H: 1.7338 0.1921 1.4276
H: 1.8917 -1.1873 2.2558
H: 1.3031 -1.7966 -1.3966
H: 1.2559 -0.0832 -0.9888
H: -0.5074 -0.7238 -2.4767
H: -1.1288 -1.7973 -1.3707
H: -1.1561 -0.1400 -1.0974
O: -1.6594 1.4318 -0.5312
C: -1.1913 2.2409 0.2277
O: -1.8715 3.3064 0.5854
H: -0.1843 2.1644 0.6696
H: -1.3706 3.8449 1.2144

---

Run x
Here is a 2-piece molecular cluster, C3H11N2O2 overall from the Open Molecules 2025 dataset. Energies are from the ωB97M-V functional and the def2-TZVPD basis.

LUMO energy = -7.30 eV
2S+1 = 1
Highest occupied orbital energy = -14.1 eV
Charge = +1

Atoms and positions in Å:
N: 0.4282 -1.0214 1.9509
C: 0.9531 0.0339 1.1639
C: 0.5575 0.0393 -0.3918
N: 1.3905 0.7095 -1.2269
C: 0.7761 1.6473 -2.1855
O: -0.6592 -0.1779 -0.6432
H: -0.5844 -1.0489 2.0445
H: 0.2794 -1.1507 -0.5918
H: 0.8251 -1.9360 1.7813
H: 2.0343 0.0546 1.2667
H: 0.5528 0.9597 1.6026
H: 2.0193 0.0508 -1.6930
H: 0.0686 2.2913 -1.6622
H: 1.5836 2.1561 -2.7010
H: 0.2094 1.1209 -2.9590
H: -2.3095 -0.3562 0.4488
H: -3.5514 -1.1211 0.9966
O: -2.6142 -0.9397 1.1578

---

Least stable structure: run x